# C22H14Br4O4

A single C22H14Br4O4 molecule at a distorted geometry (the ωB97M-V functional and the def2-TZVPD basis, the OMol25 dataset).

lowest unoccupied orbital energy	-1.49	eV
orbital gap	7.07	eV
E_tot	-11443.74188	hartree

Bonds (Å) are listed after each position.
Geometry (Å):
1 C 1.738 0.438 3.229  C2 1.519, H31 1.087, H32 1.092, H33 1.090
2 C 2.235 -0.685 2.334  C1 1.519, O3 1.451, H34 1.072, H35 1.098
3 O 1.690 -0.489 1.004  C2 1.451, C4 1.377
4 C 2.089 -1.373 0.027  O3 1.377, O5 1.243, C6 1.489
5 O 2.810 -2.365 0.230  C4 1.243
6 C 1.570 -1.201 -1.358  C4 1.489, C7 1.411, C11 1.450
7 C 2.372 -1.650 -2.429  C6 1.411, C8 1.403, H36 1.080
8 C 1.912 -1.677 -3.754  C7 1.403, C9 1.395, H37 1.092
9 C 0.677 -1.125 -4.093  C8 1.395, C10 1.405, H38 1.074
10 C -0.128 -0.597 -3.070  C9 1.405, C11 1.404, H39 1.049
11 C 0.278 -0.655 -1.727  C6 1.450, C10 1.404, C12 1.461
12 C -0.632 -0.120 -0.717  C11 1.461, C13 1.405, C22 1.473
13 C -1.244 -0.939 0.247  C12 1.405, C14 1.472, C21 1.487
14 C -1.136 -2.403 0.152  C13 1.472, C15 1.365, H40 1.094
15 C -1.602 -3.250 1.116  C14 1.365, Br16 1.882, C17 1.441
16 Br -1.405 -5.106 0.879  C15 1.882
17 C -2.164 -2.741 2.341  C15 1.441, O18 1.224, C19 1.476
18 O -2.540 -3.470 3.251  C17 1.224
19 C -2.396 -1.286 2.440  C17 1.476, Br20 1.926, C21 1.398
20 Br -3.205 -0.619 4.056  C19 1.926
21 C -1.959 -0.413 1.439  C13 1.487, C19 1.398, H41 1.089
22 C -0.804 1.344 -0.726  C12 1.473, C23 1.407, C30 1.404
23 C 0.290 2.204 -0.518  C22 1.407, C24 1.385, H42 1.099
24 C 0.139 3.574 -0.377  C23 1.385, Br25 1.926, C26 1.410
25 Br 1.712 4.663 -0.153  C24 1.926
26 C -1.157 4.111 -0.524  C24 1.410, O27 1.346, C28 1.385
27 O -1.254 5.441 -0.343  C26 1.346, H43 0.975
28 C -2.255 3.318 -0.813  C26 1.385, Br29 1.907, C30 1.405
29 Br -4.009 4.063 -0.892  C28 1.907
30 C -2.071 1.927 -0.886  C22 1.404, C28 1.405, H44 1.094
31 H 0.653 0.490 3.267  C1 1.087
32 H 2.105 0.261 4.241  C1 1.092
33 H 2.143 1.410 2.946  C1 1.090
34 H 1.892 -1.610 2.753  C2 1.072
35 H 3.332 -0.711 2.283  C2 1.098
36 H 3.369 -2.039 -2.283  C7 1.080
37 H 2.545 -2.042 -4.566  C8 1.092
38 H 0.366 -1.135 -5.121  C9 1.074
39 H -1.045 -0.166 -3.344  C10 1.049
40 H -0.685 -2.841 -0.744  C14 1.094
41 H -2.171 0.642 1.607  C21 1.089
42 H 1.274 1.749 -0.334  C23 1.099
43 H -0.389 5.795 -0.065  O27 0.975
44 H -2.944 1.278 -1.002  C30 1.094